The following is a DFT calculation (ωB97M-V/def2-TZVPD) of a structure of composition C25H20BrFeN6OS4.

```
58
Properties=species:S:1:pos:R:3:mulliken_charge:R:1
Fe -0.12 -0.36 0.17 0.107
C -3.56 1.66 4.35 -0.488
C -4.15 2.01 3.14 -0.792
C -3.44 1.92 1.95 -0.152
C -2.11 1.47 1.94 -0.941
C -1.55 1.08 3.16 0.655
C -2.26 1.18 4.34 -0.715
N -1.39 1.28 0.77 0.181
C -1.61 2.03 -0.32 0.457
C -2.09 3.38 -0.33 -0.659
C -2.27 4.04 -1.51 -0.609
C -2.01 3.44 -2.77 -0.693
C -1.53 2.17 -2.81 -0.826
C -1.30 1.48 -1.59 0.425
N -0.82 0.20 -1.52 1.948
N -0.81 -0.55 -2.55 -1.241
C -0.31 -1.82 -2.25 -0.131
C -0.23 -2.77 -3.26 -0.570
C 0.26 -4.02 -2.95 -0.400
C 0.66 -4.29 -1.64 -0.756
C 0.55 -3.28 -0.70 -0.378
N 0.08 -2.07 -0.99 0.506
H -4.12 1.73 5.27 0.387
H -5.17 2.36 3.11 0.372
H -3.93 2.17 1.02 0.547
H -0.53 0.70 3.17 0.179
H -1.79 0.89 5.27 0.421
H -2.27 3.88 0.61 0.575
H -2.60 5.07 -1.49 0.398
H -2.17 4.00 -3.68 0.400
H -1.29 1.67 -3.74 0.470
H -0.54 -2.50 -4.26 0.555
H 0.35 -4.78 -3.71 0.405
H 1.05 -5.25 -1.36 0.457
H 0.88 -3.44 0.32 0.424
O 3.75 1.77 5.39 -0.542
C 3.15 1.40 4.42 0.602
S 2.49 -0.25 4.27 -0.150
C 1.80 -0.06 2.69 0.019
C 1.97 1.19 2.06 0.318
S 1.40 1.56 0.55 -0.308
S 2.83 2.40 3.00 -0.158
S 0.92 -1.32 1.99 -0.500
N -1.94 -1.42 0.79 -0.470
H -2.43 -0.85 1.48 0.181
H -1.74 -2.32 1.22 0.309
H -2.57 -1.59 0.01 0.270
Br 3.77 -1.82 -5.15 -0.192
C 3.76 -1.51 -3.28 -0.270
C 4.81 -1.93 -2.49 -0.156
C 4.73 -1.67 -1.13 -0.911
C 3.61 -1.03 -0.63 -0.005
N 2.59 -0.64 -1.40 0.132
C 2.68 -0.86 -2.71 -0.347
H 5.66 -2.44 -2.92 0.454
H 5.53 -1.97 -0.46 0.432
H 3.51 -0.82 0.43 0.138
H 1.86 -0.51 -3.32 0.637
```

Results
Net charge   0
Lowest unoccupied orbital energy (alpha / beta)   -1.192 / -1.385 eV
Relative energy (zero: lowest compared OMol25 entry of this formula, charge and spin)   8.84 kcal per mole
Spin multiplicity   2
Frontier orbital gap (alpha / beta)   5.68 / 5.59 eV